One molecule with the formula C8H7N3O in a non-equilibrium geometry. Source: the Open Molecules 2025 dataset; level of theory: ωB97M-V/def2-TZVPD.

Summary:
charge	0
SMILES	On1cnnc1-c1ccccc1
HOMO	-9.5	eV
frontier orbital gap	0.3702	hartree
relative energy (zero: lowest compared OMol25 entry of this formula, charge and spin)	4.7351	eV
spin multiplicity	1
LUMO energy	0.54	eV

Each line ends with the Löwdin charge.
Atoms and positions in Å:
O  1.61  2.00  0.41  0.08
N  1.84  0.63  0.03  -0.05
C  3.03  0.04  0.08  -0.16
N  2.84  -1.22  -0.06  0.02
N  1.55  -1.45  -0.46  0.07
C  0.92  -0.36  -0.31  -0.23
C  -0.64  -0.02  -0.17  -0.12
C  -1.36  1.08  -0.40  -0.04
C  -2.81  1.06  -0.28  -0.07
C  -3.42  -0.05  0.02  -0.10
C  -2.65  -1.16  0.44  -0.09
C  -1.32  -1.21  0.33  -0.05
H  1.42  1.96  1.31  0.08
H  3.94  0.49  0.40  0.12
H  -0.82  1.87  -0.96  0.12
H  -3.33  1.95  -0.37  0.09
H  -4.41  -0.13  0.16  0.08
H  -3.16  -2.07  0.67  0.10
H  -0.65  -2.08  0.75  0.15